Entry 1:
This record from the Open Molecules 2025 dataset describes a 3-piece molecular cluster, C5H11NO overall. The level of theory is wB97M-V/def2-TZVPD.

Positions of all 18 atoms, in Å:
O 1.33813 1.33267 -0.30429
N 0.57645 -0.41474 1.03935
C -1.97043 0.94895 -0.04669
C -0.27840 0.39210 1.55288
C 2.58939 -0.70066 -0.36415
C 1.47279 0.19799 0.10329
C -2.00855 0.02614 -1.01469
H 2.63203 -0.69850 -1.45733
H -1.02237 -0.00167 2.24166
H -1.39746 1.85613 -0.19329
H -0.15533 1.47019 1.47645
H 3.53469 -0.28500 -0.00120
H -1.43552 0.15538 -1.92863
H -0.75529 -1.29381 -0.72785
H -2.69718 -0.81343 -0.99085
H -0.23210 -1.36425 -0.17805
H -2.66562 0.91243 0.78569
H 2.47477 -1.71993 0.00771

Forces on atoms 1 to 2 (eV/Å):
0.00 -0.46 0.13
0.09 0.37 0.50

Energy   -326.97641 Eh
Charge   0
HOMO level   -0.3505 hartree
Molecular weight   101.1 g/mol
Energy relative to the best compared isomer or geometry (same formula, charge and spin)   406.8 kJ/mol

***

Entry 2:
This record from the Open Molecules 2025 dataset describes a 2-piece molecular cluster, C5H11NO overall. The level of theory is wB97M-V/def2-TZVPD.

Positions of all 18 atoms, in Å:
O -0.55790 1.68534 -1.96781
N -0.01264 -0.10601 0.01570
C -0.45240 -0.97729 1.09653
C 0.96776 -0.96501 0.66964
C 0.05151 1.29284 0.27960
C -1.40136 -2.09091 0.73699
C -0.23623 2.11804 -0.72770
H 2.62106 1.63861 -1.88916
H -2.42204 -1.70787 0.62901
H 1.99633 1.69683 -2.28829
H 0.32302 1.65570 1.27128
H -0.21945 3.19914 -0.64321
H 1.69819 -0.48838 1.32256
H -1.10813 -2.54835 -0.21306
H 1.35883 -1.77523 0.05682
H -0.66116 -0.47295 2.04253
H -1.40574 -2.86616 1.51113
H -0.53964 0.71167 -1.90258

Forces on atoms 1 to 2 (eV/Å):
-0.03 -0.24 0.04
-0.06 0.15 -0.10

Energy   -327.01038 Eh
Charge   0
HOMO level   -0.3134 hartree
Molecular weight   101.1 g/mol
Energy relative to the best compared isomer or geometry (same formula, charge and spin)   317.6 kJ/mol

***

Entry 3:
This record from the Open Molecules 2025 dataset describes one molecule with the formula C5H11NO in a non-equilibrium geometry. The level of theory is wB97M-V/def2-TZVPD.

Positions of all 18 atoms, in Å:
O 0.21573 2.24704 1.62273
N 1.69487 2.94684 0.13126
C -0.90987 -1.04535 -0.67023
C 0.93005 0.57451 0.05800
C -0.34919 -0.18204 0.47210
C -1.33776 -2.51454 -0.28246
C 0.96808 1.94203 0.70696
H -1.84030 -0.80386 -1.23757
H -1.81249 -2.97558 -1.15437
H -2.16601 -2.52738 0.44526
H -1.15725 0.37298 0.99135
H 1.02564 0.56925 -1.03401
H 1.80300 3.71986 0.76900
H -0.09609 -1.10897 -1.46593
H 1.87595 3.00793 -0.85676
H -0.01820 -0.92737 1.17736
H 1.70110 -0.05878 0.48490
H -0.52725 -3.23659 -0.15759

Forces on atoms 1 to 2 (eV/Å):
0.90 -0.76 0.42
0.68 -0.51 0.34

Energy   -327.08971 Eh
Charge   0
HOMO level   -0.3567 hartree
Molecular weight   101.1 g/mol
Energy relative to the best compared isomer or geometry (same formula, charge and spin)   109.3 kJ/mol

***

Entry 4:
This record from the Open Molecules 2025 dataset describes a 3-piece molecular cluster, C5H11NO overall in a non-equilibrium geometry. The level of theory is wB97M-V/def2-TZVPD.

Positions of all 18 atoms, in Å:
O 0.84301 -2.04965 -0.07374
N 1.17841 2.75721 -0.15029
C 1.95468 -0.01172 0.53680
C 0.76716 1.65442 -0.27209
C -1.93649 -0.58187 -1.04978
C 1.14770 -1.06933 0.80260
C -1.71582 0.02401 0.32658
H 1.82208 3.38582 0.29595
H -0.70332 0.60235 0.29625
H 2.55899 -0.01852 -0.36140
H 1.20731 -1.82998 -0.94244
H 0.74299 -1.26838 1.78268
H -1.82218 -0.72685 1.10658
H -1.29764 -1.45102 -1.18945
H -2.96831 -0.90383 -1.17704
H -2.44203 0.81550 0.52476
H 2.37034 0.52745 1.37229
H -1.70689 0.14440 -1.82827

Forces on atoms 1 to 2 (eV/Å):
-0.27 0.03 -0.28
0.18 -0.31 0.44

Energy   -326.97282 Eh
Charge   0
HOMO level   -0.2978 hartree
Molecular weight   101.1 g/mol
Energy relative to the best compared isomer or geometry (same formula, charge and spin)   416.2 kJ/mol

***

Entry 5:
This record from the Open Molecules 2025 dataset describes a 2-piece molecular cluster, C5H11NO overall in a non-equilibrium geometry. The level of theory is wB97M-V/def2-TZVPD.

Positions of all 18 atoms, in Å:
O -2.11646 0.01558 -3.59531
N -0.68051 2.97752 -0.68139
C -0.63927 1.79441 0.16254
C 1.42532 -2.56788 1.78772
C 0.40207 0.87158 0.12420
C 1.27963 -1.04487 1.58708
C 0.33385 -0.53551 0.67661
H -1.69343 1.58788 0.68739
H 0.69244 -3.04430 1.00106
H 0.28717 3.39452 -0.83425
H -2.62660 -0.72606 -3.17415
H -0.48270 -1.20041 0.31811
H 0.89492 -2.85670 2.80251
H 1.92146 -0.23415 2.09875
H -1.28930 -0.33670 -3.75221
H -1.25869 3.68798 -0.33104
H 2.41283 -3.04398 1.74278
H 1.13726 1.26110 -0.62041

Forces on atoms 1 to 2 (eV/Å):
-3.56 -0.07 1.16
2.85 -1.48 0.55

Energy   -327.00514 Eh
Charge   0
HOMO level   -0.2937 hartree
Molecular weight   101.1 g/mol
Energy relative to the best compared isomer or geometry (same formula, charge and spin)   331.4 kJ/mol

***

Entry 6:
This record from the Open Molecules 2025 dataset describes C5H11NO as an isolated structure. The level of theory is wB97M-V/def2-TZVPD.

Positions of all 18 atoms, in Å:
O 0.75374 -0.27307 1.81643
N 1.71620 -0.90940 -0.44166
C 2.39211 0.24727 -0.37779
C -1.32054 -1.29513 -0.18169
C -1.53944 1.13827 0.45483
C -0.64385 0.07653 -0.18174
C 0.65254 0.00819 0.64330
H -1.74358 0.88367 1.49959
H 1.24847 1.09382 0.26348
H -0.40334 0.37928 -1.20835
H 2.63300 0.85544 -1.25585
H -2.26484 -1.25276 -0.73691
H -2.49012 1.20104 -0.08430
H -0.68534 -2.06360 -0.63375
H 1.27815 -1.01797 -1.35343
H -1.06397 2.12479 0.42991
H -1.53591 -1.60273 0.84595
H 3.01671 0.40636 0.50197

Forces on atoms 1 to 2 (eV/Å):
0.04 0.14 -0.31
0.05 0.02 -0.13

Energy   -326.98155 Eh
Charge   0
HOMO level   -0.3299 hartree
Molecular weight   101.1 g/mol
Energy relative to the best compared isomer or geometry (same formula, charge and spin)   393.3 kJ/mol

***

Entry 7:
This record from the Open Molecules 2025 dataset describes a 3-piece molecular cluster, C5H11NO overall in a non-equilibrium geometry. The level of theory is wB97M-V/def2-TZVPD.

Positions of all 18 atoms, in Å:
O -0.38975 2.16509 0.12275
N 0.68143 -0.64840 -0.35718
C 0.23265 0.53021 -2.61323
C 1.30930 0.07454 -1.51116
C 0.01934 -0.85768 1.91525
C -1.14599 1.31528 0.17365
C 0.55436 -0.07976 0.88177
H 2.12264 -0.55174 -2.01539
H 1.10225 0.80317 1.15810
H 0.09287 -0.26382 -3.34873
H -0.71775 0.85827 -2.17314
H 0.69916 1.36502 -3.14879
H -0.98036 -1.29453 1.84094
H 0.33942 -0.56976 2.87807
H -3.17539 -1.40759 3.79901
H 1.78148 0.98381 -1.17164
H 1.10283 -1.56226 -0.45472
H -3.62849 -0.85985 4.02441

Forces on atoms 1 to 2 (eV/Å):
-1.45 -0.69 -0.12
2.11 1.87 -0.24

Energy   -326.67972 Eh
Charge   +1
HOMO level (alpha / beta)   -0.5527 / -0.5792 hartree
Molecular weight   101.1 g/mol
Multiplicity   2
Energy relative to the best compared isomer or geometry (same formula, charge and spin)   379.1 kJ/mol

***

Entry 8:
This record from the Open Molecules 2025 dataset describes an isolated ion of composition C5H11NO and charge +1 in a non-equilibrium geometry. The level of theory is wB97M-V/def2-TZVPD.

Positions of all 18 atoms, in Å:
O -1.82124 1.21324 0.19580
N 1.28923 -0.08439 0.96222
C -0.02255 -1.02658 -1.00602
C 2.38960 0.72045 0.93654
C -1.50589 -1.26993 -1.59066
C 0.30417 0.20043 -0.06551
C -0.96245 0.50499 0.71550
H 0.74085 -0.76393 -1.77909
H -1.19217 -0.07779 1.55973
H 0.67989 1.08116 -0.75362
H 0.28355 -1.87148 -0.24693
H 2.95179 0.72934 -0.01237
H -1.94067 -2.25277 -1.38922
H -2.29127 -0.61446 -1.36091
H 1.32889 -1.08434 1.18113
H -1.32907 -1.26790 -2.63879
H 3.05841 0.46307 1.83833
H 2.03785 1.76774 1.36061

Forces on atoms 1 to 2 (eV/Å):
2.32 -1.31 1.54
-2.14 -1.56 -3.49

Energy   -326.70191 Eh
Charge   +1
HOMO level (alpha / beta)   -0.5496 / -0.5384 hartree
Molecular weight   101.1 g/mol
Multiplicity   2
Energy relative to the best compared isomer or geometry (same formula, charge and spin)   320.8 kJ/mol

***

Entry 9:
This record from the Open Molecules 2025 dataset describes a 2-piece molecular cluster, C5H11NO overall in a non-equilibrium geometry. The level of theory is wB97M-V/def2-TZVPD.

Positions of all 18 atoms, in Å:
O -1.50558 -1.20045 -3.99438
N 0.81923 0.28590 2.33190
C 0.05264 0.40040 1.10604
C -2.25483 1.30005 1.26884
C 0.69487 0.23251 -0.15259
C -1.36526 0.24501 1.30646
C 2.20155 -0.08417 -0.39561
H 2.96904 0.38337 0.23156
H 0.71918 -0.57043 2.98645
H 0.13675 0.10124 -1.17660
H 2.44834 0.01479 -1.42763
H -0.84620 -0.52330 -4.24863
H -3.18782 1.04303 1.84142
H -2.03891 2.35632 1.30510
H -1.82885 -0.69693 1.51451
H 1.73145 -0.02009 1.94955
H 2.39930 -1.20183 -0.22922
H -1.14490 -2.06541 -4.21715

Forces on atoms 1 to 2 (eV/Å):
0.46 0.65 0.20
0.97 -2.75 -3.26

Energy   -326.70459 Eh
Charge   +1
HOMO level (alpha / beta)   -0.5240 / -0.5240 hartree
Molecular weight   101.1 g/mol
Multiplicity   2
Energy relative to the best compared isomer or geometry (same formula, charge and spin)   313.7 kJ/mol

***

Entry 10:
This record from the Open Molecules 2025 dataset describes a 3-piece molecular cluster, C5H11NO2 overall in a non-equilibrium geometry. The level of theory is wB97M-V/def2-TZVPD.

Positions of all 19 atoms, in Å:
O -4.52039 2.55818 -1.98198
O -2.61722 3.68032 -1.68524
N -3.30088 2.51507 -1.64649
C -0.55750 1.93856 -2.69348
C 0.62529 0.85508 -0.86505
C 0.83118 -0.13774 0.31533
C -0.44562 0.80460 -1.71350
C -1.54875 -0.13322 -1.57741
H -1.39104 -0.76266 -0.64836
H -2.39532 -0.78441 11.18330
H -0.14262 -0.30037 0.67993
H 1.32472 -1.08943 -0.04328
H 0.42226 2.32371 -2.85711
H -1.61430 -0.77932 -2.51844
H -2.45354 0.34730 -1.65001
H 1.50445 1.54568 -0.95937
H -1.11193 1.48299 -3.55596
H 1.31276 0.43350 1.15533
H -1.39673 2.63752 -2.41753

Forces on atoms 1 to 2 (eV/Å):
2.39 0.25 0.70
-2.80 -2.94 0.17

Energy   -402.10091 Eh
Charge   -2
HOMO level   0.0630 hartree
Molecular weight   117.1 g/mol
Energy relative to the best compared isomer or geometry (same formula, charge and spin)   339.6 kJ/mol